(1)
{"formula": "C20H55N2O13", "method": "ωB97M-V/def2-TZVPD", "symbols": ["C", "C", "N", "C", "C", "C", "N", "C", "C", "C", "C", "O", "O", "H", "H", "H", "H", "H", "H", "H", "H", "H", "H", "H", "C", "O", "H", "H", "H", "H", "C", "O", "H", "H", "H", "H", "C", "O", "H", "H", "H", "H", "C", "O", "H", "H", "H", "H", "C", "O", "H", "H", "H", "H", "C", "O", "H", "H", "H", "H", "C", "O", "H", "H", "H", "H", "C", "O", "H", "H", "H", "H", "C", "O", "H", "H", "H", "H", "C", "O", "H", "H", "H", "H", "C", "O", "H", "H", "H", "H"], "coordinates": [[-5.463, 0.398, -0.119], [-4.555, 1.232, -1.249], [-4.671, 0.728, -2.551], [-3.651, 2.548, -0.876], [-2.101, 2.503, -1.407], [-1.778, 2.833, -2.996], [-0.407, 2.832, -3.636], [0.801, 2.552, -2.771], [0.742, 2.231, -1.154], [-0.772, 2.186, -0.459], [-0.939, 1.868, 1.171], [-0.470, 0.687, 1.581], [-1.556, 2.899, 2.026], [-6.578, 0.439, -0.542], [-5.130, -0.724, -0.224], [-5.362, 0.840, 0.960], [-4.108, 1.313, -3.207], [-3.646, 2.727, 0.300], [-4.150, 3.530, -1.331], [-2.734, 3.071, -3.667], [-0.377, 3.042, -4.679], [1.865, 2.558, -3.308], [1.743, 2.049, -0.577], [-1.449, 3.793, 1.568], [-1.301, -3.021, 2.451], [-0.686, -1.878, 3.017], [-1.330, -3.816, 3.199], [-2.321, -2.773, 2.146], [-0.723, -3.357, 1.587], [-0.674, -1.190, 2.330], [3.016, 1.203, 2.194], [1.987, 0.245, 2.363], [3.969, 0.757, 2.487], [3.064, 1.506, 1.145], [2.814, 2.071, 2.826], [1.154, 0.669, 2.096], [2.256, -3.603, 4.682], [1.440, -3.547, 3.526], [2.403, -4.649, 4.962], [3.224, -3.146, 4.468], [1.764, -3.075, 5.503], [1.326, -2.607, 3.302], [-3.055, 0.626, -6.244], [-3.026, 0.346, -4.857], [-3.964, 0.198, -6.673], [-3.056, 1.707, -6.399], [-2.182, 0.179, -6.726], [-2.209, 0.738, -4.503], [5.335, 0.478, 5.223], [4.307, -0.480, 5.392], [6.288, 0.031, 5.516], [5.384, 0.780, 4.174], [5.133, 1.346, 5.855], [3.474, -0.056, 5.125], [1.420, -6.633, 1.447], [0.410, -6.086, 2.276], [0.959, -7.022, 0.536], [2.139, -5.854, 1.185], [1.924, -7.447, 1.974], [0.848, -5.750, 3.076], [4.159, 0.392, -3.998], [3.930, 1.553, -4.775], [3.205, -0.110, -3.819], [4.827, -0.283, -4.538], [4.604, 0.675, -3.041], [4.793, 1.977, -4.917], [6.848, -1.063, -6.888], [6.669, -1.613, -5.595], [6.892, 0.026, -6.808], [7.783, -1.433, -7.316], [6.006, -1.346, -7.524], [6.634, -2.579, -5.698], [0.368, -6.199, 6.390], [1.741, -6.494, 6.570], [0.141, -5.251, 6.883], [0.150, -6.113, 5.323], [-0.238, -6.992, 6.834], [1.912, -7.340, 6.122], [-5.870, 4.323, -3.937], [-4.578, 3.940, -4.373], [-6.139, 3.728, -3.061], [-5.865, 5.382, -3.668], [-6.594, 4.142, -4.734], [-4.367, 4.484, -5.151], [-4.141, 5.492, 3.168], [-3.758, 4.553, 2.180], [-4.823, 6.219, 2.722], [-4.647, 4.975, 3.987], [-3.254, 6.010, 3.542], [-3.153, 3.921, 2.605]], "largest_force_ev_per_a": 9.33, "e_tot_ha": -1881.84395, "charge": 1, "relative_energy_ev": 5.833}

***

(2)
{"formula": "C20H55N7O9", "method": "ωB97M-V/def2-TZVPD", "symbols": ["C", "O", "N", "N", "H", "H", "H", "H", "C", "O", "N", "N", "H", "H", "H", "H", "O", "H", "H", "C", "O", "C", "C", "N", "C", "C", "O", "C", "H", "H", "H", "H", "H", "H", "H", "H", "H", "H", "H", "H", "H", "H", "H", "C", "O", "C", "C", "N", "C", "C", "O", "C", "H", "H", "H", "H", "H", "H", "H", "H", "H", "H", "H", "H", "H", "H", "H", "C", "O", "C", "C", "N", "C", "C", "O", "C", "H", "H", "H", "H", "H", "H", "H", "H", "H", "H", "H", "H", "H", "H", "H"], "coordinates": [[-1.661, -19.610, 10.375], [-2.181, -19.208, 11.456], [-1.037, -18.720, 9.487], [-1.660, -20.961, 9.973], [-0.921, -17.763, 9.737], [-0.425, -19.095, 8.760], [-0.867, -21.191, 9.355], [-2.102, -21.696, 10.529], [-4.184, -15.181, 12.154], [-4.301, -14.086, 11.607], [-4.126, -15.249, 13.505], [-4.092, -16.425, 11.498], [-3.771, -16.084, 13.937], [-4.163, -14.397, 14.030], [-3.420, -17.057, 11.826], [-4.163, -16.260, 10.532], [-2.942, -20.772, 14.052], [-2.321, -21.463, 14.155], [-2.724, -20.344, 13.195], [-3.484, -23.900, 9.702], [-2.543, -23.904, 10.741], [-2.955, -24.671, 11.840], [-1.764, -24.672, 12.747], [-1.359, -23.328, 13.094], [-0.109, -23.378, 13.868], [0.247, -21.973, 14.392], [0.253, -21.044, 13.308], [0.213, -19.684, 13.683], [-4.356, -23.402, 10.053], [-3.641, -24.912, 9.439], [-3.075, -23.361, 8.875], [-3.205, -25.722, 11.546], [-3.888, -24.237, 12.271], [-0.871, -25.221, 12.321], [-2.092, -25.202, 13.660], [-1.081, -22.820, 12.252], [0.785, -23.837, 13.372], [-0.258, -23.992, 14.753], [1.185, -21.848, 14.927], [-0.552, -21.690, 15.044], [1.095, -19.565, 14.353], [-0.714, -19.289, 14.139], [0.441, -19.167, 12.718], [3.694, -17.966, 6.570], [3.629, -16.551, 6.695], [2.873, -15.992, 5.639], [1.347, -16.234, 5.821], [0.744, -15.540, 6.953], [-0.682, -15.668, 6.998], [-1.344, -14.947, 8.168], [-0.799, -15.532, 9.388], [-1.056, -14.685, 10.556], [3.886, -18.087, 5.472], [2.769, -18.505, 6.796], [4.455, -18.312, 7.306], [3.177, -16.435, 4.694], [3.035, -14.915, 5.762], [1.119, -17.281, 5.880], [0.726, -15.850, 4.991], [1.110, -15.707, 7.858], [-1.039, -16.708, 7.076], [-1.095, -15.201, 6.095], [-2.453, -14.898, 8.126], [-1.008, -13.894, 8.138], [-0.529, -13.722, 10.412], [-0.649, -15.141, 11.482], [-2.077, -14.403, 10.676], [3.224, -19.749, 10.660], [2.437, -20.281, 9.680], [1.915, -21.576, 10.114], [1.597, -22.375, 8.911], [0.502, -21.661, 8.200], [-0.061, -22.439, 7.075], [-1.147, -21.531, 6.503], [-0.622, -20.215, 6.224], [-1.605, -19.300, 5.778], [4.232, -20.270, 10.624], [2.835, -19.797, 11.699], [3.429, -18.691, 10.407], [1.050, -21.394, 10.772], [2.714, -21.996, 10.738], [1.061, -23.281, 9.273], [2.549, -22.560, 8.357], [0.832, -20.824, 7.775], [-0.496, -23.333, 7.552], [0.636, -22.787, 6.289], [-1.988, -21.466, 7.188], [-1.480, -21.947, 5.548], [-2.408, -19.108, 6.513], [-2.085, -19.519, 4.820], [-1.099, -18.338, 5.624]], "largest_force_ev_per_a": 3.06, "smiles": "COCCNCCOC.COCCNCCOC.COCCNCCOC.NC(N)=O.NC(N)=O.O", "e_tot_ha": -1855.39703, "charge": 0, "relative_energy_ev": 0.179}

***

(3)
{"formula": "C20H56AsF6O8", "method": "ωB97M-V/def2-TZVPD", "symbols": ["As", "F", "F", "F", "F", "F", "F", "C", "C", "C", "O", "H", "H", "H", "H", "H", "H", "H", "H", "C", "C", "C", "O", "H", "H", "H", "H", "H", "H", "H", "H", "C", "C", "C", "O", "H", "H", "H", "H", "H", "H", "H", "H", "C", "C", "C", "O", "H", "H", "H", "H", "H", "H", "H", "H", "C", "C", "C", "O", "H", "H", "H", "H", "H", "H", "H", "H", "C", "C", "C", "O", "H", "H", "H", "H", "H", "H", "H", "H", "C", "O", "H", "H", "H", "H", "C", "O", "H", "H", "H", "H"], "coordinates": [[0.757, 0.227, -0.893], [0.544, -0.101, 0.891], [-0.689, 1.313, -0.931], [1.025, 0.515, -2.642], [2.225, -0.833, -0.864], [-0.378, -1.124, -1.247], [1.854, 1.583, -0.422], [4.145, -2.448, 1.711], [4.108, -0.925, 1.875], [4.826, -0.394, 3.097], [4.738, -0.387, 0.728], [3.497, -2.933, 2.441], [5.160, -2.844, 1.671], [3.697, -2.686, 0.746], [3.089, -0.550, 1.961], [4.452, -0.787, 4.043], [4.759, 0.692, 3.164], [5.875, -0.689, 3.081], [4.242, -0.533, -0.081], [-2.572, 0.044, 1.691], [-2.010, 0.153, 3.121], [-2.964, -0.398, 4.185], [-0.892, -0.699, 3.176], [-3.457, 0.672, 1.595], [-2.885, -0.959, 1.401], [-1.816, 0.386, 0.984], [-1.777, 1.162, 3.464], [-3.398, -1.343, 3.858], [-3.743, 0.327, 4.423], [-2.520, -0.581, 5.163], [-0.420, -0.558, 2.352], [1.998, 2.646, 3.050], [2.100, 3.668, 1.981], [0.740, 4.212, 1.530], [2.777, 4.788, 2.447], [1.572, 2.957, 4.003], [2.998, 2.307, 3.318], [1.451, 1.770, 2.702], [2.650, 3.212, 1.158], [0.178, 3.391, 1.085], [0.936, 5.015, 0.819], [0.096, 4.687, 2.270], [2.983, 5.283, 1.650], [-1.778, -5.273, 0.655], [-1.106, -3.962, 0.331], [0.325, -4.205, -0.142], [-1.824, -3.366, -0.705], [-1.754, -5.976, -0.177], [-2.830, -5.121, 0.895], [-1.324, -5.802, 1.493], [-1.195, -3.227, 1.130], [0.865, -3.272, -0.305], [0.394, -4.658, -1.131], [0.859, -4.787, 0.609], [-1.345, -2.564, -0.929], [-4.046, 3.707, 1.987], [-3.154, 4.765, 1.337], [-2.437, 4.411, 0.022], [-4.075, 5.848, 1.058], [-4.686, 3.249, 1.232], [-4.720, 4.012, 2.788], [-3.441, 2.920, 2.437], [-2.418, 5.163, 2.036], [-1.754, 5.129, -0.431], [-3.123, 4.110, -0.770], [-1.811, 3.524, 0.124], [-4.658, 5.529, 0.365], [1.262, -2.226, -4.671], [2.620, -1.859, -4.016], [3.746, -2.661, -4.612], [2.828, -0.502, -4.396], [0.921, -3.251, -4.530], [1.256, -2.137, -5.758], [0.504, -1.543, -4.287], [2.654, -2.015, -2.937], [3.713, -2.478, -5.686], [3.626, -3.738, -4.500], [4.746, -2.404, -4.263], [2.343, 0.036, -3.766], [-1.285, 1.220, -4.285], [-1.776, 1.841, -3.171], [-0.241, 1.524, -4.358], [-1.400, 0.138, -4.352], [-1.728, 1.641, -5.188], [-1.234, 1.623, -2.409], [-3.549, -1.879, -2.975], [-4.214, -2.687, -2.087], [-3.142, -2.380, -3.853], [-4.286, -1.156, -3.325], [-2.702, -1.284, -2.634], [-3.574, -3.217, -1.607]], "largest_force_ev_per_a": 2.26, "e_tot_ha": -4232.66531, "charge": -1, "relative_energy_ev": 0.657}